(1)
{
  "formula": "C59H47BrClFGeNO4P3Zn",
  "method": "wB97M-V/def2-TZVPD",
  "e_above_lowest_ev": 9.290,
  "mol_weight_g_mol": 1199.30,
  "total_charge": 0,
  "elements": ["Zn", "F", "Ge", "C", "C", "C", "C", "C", "C", "P", "C", "C", "C", "C", "C", "C", "C", "C", "C", "C", "C", "C", "C", "C", "C", "C", "C", "C", "P", "C", "C", "C", "C", "C", "C", "C", "C", "C", "C", "C", "C", "C", "C", "C", "C", "C", "C", "P", "C", "C", "C", "C", "C", "C", "C", "C", "C", "C", "C", "C", "H", "H", "H", "H", "H", "H", "H", "H", "H", "H", "H", "H", "H", "H", "H", "H", "H", "H", "H", "H", "H", "H", "H", "H", "H", "H", "H", "H", "H", "H", "H", "H", "H", "H", "H", "H", "H", "H", "H", "H", "H", "H", "H", "O", "Cl", "O", "O", "O", "Br", "C", "C", "C", "N", "C", "C", "H", "H", "H", "H"],
  "coordinates": [[-9.87, -15.08, 15.11], [-8.45, -20.40, 15.39], [-8.65, -18.68, 15.31], [-10.60, -18.57, 15.31], [-11.13, -19.81, 14.86], [-12.55, -19.96, 14.59], [-13.52, -19.11, 15.14], [-13.00, -17.98, 15.71], [-11.64, -17.68, 15.64], [-11.55, -15.93, 16.72], [-11.57, -16.52, 18.56], [-11.24, -18.05, 18.43], [-10.60, -18.66, 19.26], [-12.28, -15.33, 22.02], [-11.74, -16.18, 21.17], [-11.83, -15.77, 19.61], [-12.91, -14.77, 16.36], [-13.51, -13.86, 17.22], [-14.27, -12.83, 16.85], [-14.15, -12.54, 15.51], [-13.38, -13.24, 14.62], [-12.91, -14.45, 15.01], [-7.74, -18.07, 17.19], [-7.22, -19.12, 17.97], [-6.77, -18.84, 19.26], [-6.72, -17.50, 19.76], [-7.18, -16.39, 19.02], [-7.72, -16.80, 17.74], [-7.82, -15.67, 16.41], [-6.32, -15.68, 15.38], [-6.42, -14.99, 14.22], [-5.41, -14.77, 13.35], [-4.12, -15.26, 13.65], [-3.99, -15.95, 14.78], [-5.10, -16.30, 15.57], [-7.72, -14.06, 17.22], [-6.64, -13.19, 17.06], [-6.49, -12.15, 17.96], [-7.45, -11.79, 18.87], [-8.59, -12.61, 19.01], [-8.73, -13.75, 18.20], [-8.07, -18.09, 13.59], [-6.78, -18.50, 13.19], [-6.39, -18.37, 11.84], [-7.16, -17.74, 10.89], [-8.40, -17.21, 11.33], [-8.85, -17.31, 12.65], [-10.26, -16.06, 12.81], [-11.74, -17.06, 11.98], [-13.00, -16.47, 11.73], [-14.07, -17.26, 11.33], [-13.86, -18.59, 10.95], [-12.64, -19.18, 11.22], [-11.53, -18.45, 11.77], [-9.91, -14.68, 11.65], [-9.41, -13.58, 12.35], [-9.30, -12.31, 11.74], [-10.00, -12.15, 10.54], [-10.57, -13.25, 9.93], [-10.43, -14.55, 10.34], [-10.34, -20.55, 14.77], [-12.97, -20.84, 14.05], [-14.55, -19.24, 15.30], [-13.66, -17.26, 16.25], [-11.35, -18.56, 17.50], [-9.85, -19.15, 19.86], [-12.31, -15.68, 23.12], [-11.34, -17.04, 21.46], [-12.72, -15.19, 19.45], [-13.24, -14.11, 18.38], [-14.84, -12.11, 17.42], [-14.54, -11.73, 14.87], [-13.39, -12.80, 13.57], [-12.65, -15.22, 14.22], [-7.01, -20.12, 17.62], [-6.29, -19.63, 19.87], [-6.14, -17.45, 20.68], [-6.84, -15.45, 19.32], [-7.34, -14.40, 14.07], [-5.67, -14.28, 12.45], [-3.25, -15.06, 13.01], [-3.11, -16.47, 15.03], [-4.89, -17.03, 16.34], [-5.81, -13.51, 16.48], [-5.54, -11.66, 17.97], [-7.25, -10.97, 19.55], [-9.38, -12.30, 19.69], [-9.59, -14.34, 18.35], [-6.11, -18.94, 13.93], [-5.44, -18.77, 11.66], [-6.87, -17.91, 9.80], [-8.98, -16.41, 10.73], [-13.07, -15.45, 12.02], [-15.04, -16.77, 11.43], [-14.63, -19.14, 10.44], [-12.41, -20.14, 10.78], [-10.60, -18.94, 11.94], [-9.08, -13.66, 13.30], [-8.94, -11.43, 12.37], [-10.32, -11.17, 10.18], [-11.15, -12.87, 9.07], [-10.84, -15.39, 9.77], [-9.59, -13.49, 15.12], [-4.21, -19.08, 16.59], [-4.30, -20.24, 15.62], [-12.41, -14.03, 21.93], [-3.58, -19.76, 14.36], [-5.74, -20.36, 15.39], [-9.12, -12.72, 6.58], [-17.58, -15.00, 13.72], [-19.07, -14.82, 14.04], [-19.20, -15.25, 15.36], [-17.61, -14.99, 17.35], [-18.10, -15.25, 16.34], [-16.38, -15.32, 13.50], [-19.41, -14.38, 13.12], [-20.15, -14.83, 15.78], [-12.69, -13.63, 23.10], [-7.67, -12.48, 6.29]],
  "mulliken_charge": [2.2387, -0.4444, 1.3291, -0.7447, -0.7181, -1.0914, -0.9890, 0.0782, 0.3794, -0.0200, 0.3596, -0.8245, -0.2168, -0.2313, -1.0215, 1.0584, 0.7085, 0.4186, -1.4641, -0.3345, -0.9256, 0.8883, 0.6021, -0.6111, -1.1471, -1.0031, -1.6163, 1.8730, 1.3052, 0.6025, -0.4036, -0.5764, -0.7029, -0.9964, -0.4639, 0.3301, -0.9079, -0.8345, -0.6307, -0.9758, -0.1241, 0.2587, -0.2555, -0.6393, -0.9543, 0.6218, -0.4560, 2.0399, 0.6635, -0.3518, -0.6626, -0.8126, -0.6987, -0.6370, 1.3950, -0.9906, -1.2949, -0.5052, -0.9909, -0.2265, 0.7094, 0.3115, 0.6320, 0.3945, 0.4776, 0.3827, 0.2240, 0.5145, 0.4552, -0.4326, 0.4434, 0.3369, 0.2717, -0.4103, 0.4420, 0.3631, 0.3797, 0.5429, -0.1804, 0.6133, 0.3568, 0.4534, 0.3407, 0.4481, 0.4643, 0.3739, 0.4624, 0.5588, -0.1106, 0.5823, 0.2935, 0.0710, 0.4350, 0.2719, 0.4646, 0.4473, 0.5559, 0.2606, 0.3438, 0.3802, 0.6148, 0.5276, -0.8435, -0.6293, 0.8584, -0.5258, -0.6132, -0.5246, -0.2112, 0.0325, -0.2484, -0.7179, -0.5444, 0.5566, -0.6095, 0.4059, 0.2196, 0.4597, 0.2128]
}

---

(2)
{
  "formula": "C3H7OS",
  "method": "wB97M-V/def2-TZVPD",
  "spin_multiplicity": 2,
  "e_above_lowest_ev": 1.566,
  "mol_weight_g_mol": 91.15,
  "total_charge": 0,
  "elements": ["C", "S", "H", "H", "H", "C", "C", "O", "H", "H", "H", "H"],
  "coordinates": [[-1.36, 1.40, 0.29], [0.18, 1.33, 1.37], [-1.08, 1.15, -0.81], [-2.06, 0.55, 0.58], [-1.72, 2.48, 0.41], [1.17, -0.51, -0.91], [0.64, -1.56, -0.27], [0.79, -1.63, 1.00], [1.24, -0.28, -2.00], [1.75, 0.14, -0.34], [0.04, -2.43, -0.61], [0.41, -0.63, 1.30]],
  "lowdin_spin": [0.0654, 0.8189, 0.0201, 0.0074, 0.0021, 0.0358, 0.0222, 0.0121, 0.0009, 0.0114, 0.0019, 0.0018]
}

---

Please write out number 2 again, unchanged.
{
  "formula": "C3H7OS",
  "method": "wB97M-V/def2-TZVPD",
  "spin_multiplicity": 2,
  "e_above_lowest_ev": 1.566,
  "mol_weight_g_mol": 91.15,
  "total_charge": 0,
  "elements": ["C", "S", "H", "H", "H", "C", "C", "O", "H", "H", "H", "H"],
  "coordinates": [[-1.36, 1.40, 0.29], [0.18, 1.33, 1.37], [-1.08, 1.15, -0.81], [-2.06, 0.55, 0.58], [-1.72, 2.48, 0.41], [1.17, -0.51, -0.91], [0.64, -1.56, -0.27], [0.79, -1.63, 1.00], [1.24, -0.28, -2.00], [1.75, 0.14, -0.34], [0.04, -2.43, -0.61], [0.41, -0.63, 1.30]],
  "lowdin_spin": [0.0654, 0.8189, 0.0201, 0.0074, 0.0021, 0.0358, 0.0222, 0.0121, 0.0009, 0.0114, 0.0019, 0.0018]
}